DFT (the ωB97M-V functional and the def2-TZVPD basis) results for 6 unconnected molecules or ions with the total composition C25H56BFI4NO7 in a non-equilibrium geometry.

- Lowest unoccupied orbital energy: 1.9 eV
- HOMO: -5.3 eV
- Charge: -1

Last column: Löwdin charge in e.
Positions of all 95 atoms, in Å:
C (1.286, 2.900, -5.844)  -0.23
C (2.195, 1.897, -4.890)  -0.30
C (1.329, 0.579, -4.442)  -0.62
I (-0.840, 0.980, -4.228)  0.77
B (1.837, -0.155, -3.061)  -1.39
I (1.737, 1.282, -1.351)  0.74
O (0.955, -1.361, -2.870)  -0.12
C (1.809, -2.430, -3.406)  -0.20
F (1.318, -3.824, -3.475)  -0.09
C (3.250, -2.085, -2.709)  -0.37
C (4.371, -2.656, -3.759)  -0.09
C (4.634, -4.269, -3.628)  -0.17
N (5.688, -4.822, -4.351)  0.00
C (3.460, -2.251, -1.093)  -0.58
I (2.583, -4.137, -0.284)  0.81
C (5.036, -2.274, -0.603)  -0.78
C (4.988, -2.353, 1.067)  -0.27
I (6.175, -0.470, -1.088)  0.85
O (3.270, -0.619, -3.032)  -0.16
H (0.681, 2.264, -6.649)  0.06
H (1.972, 3.629, -6.473)  0.06
H (0.563, 3.581, -5.208)  0.06
H (3.115, 1.551, -5.546)  0.12
H (2.617, 2.541, -4.009)  0.08
H (1.407, -0.194, -5.347)  0.10
H (1.918, -2.164, -4.565)  0.16
H (5.413, -2.109, -3.621)  0.10
H (4.059, -2.438, -4.891)  0.15
H (4.021, -4.993, -2.941)  0.08
H (5.737, -5.855, -4.172)  0.02
H (2.937, -1.395, -0.446)  0.08
H (5.639, -3.214, -1.016)  0.09
H (3.922, -2.020, 1.490)  0.07
H (5.347, -3.388, 1.484)  0.07
H (5.747, -1.546, 1.510)  0.04
C (11.227, 1.022, -1.534)  -0.07
C (9.877, 1.012, -2.232)  -0.52
C (10.032, 0.872, -3.738)  -0.06
O (9.185, 2.223, -1.940)  -0.07
H (11.837, 1.868, -1.872)  0.08
H (11.101, 1.136, -0.452)  0.08
H (11.778, 0.096, -1.727)  0.08
H (9.269, 0.186, -1.846)  0.09
H (10.599, 1.712, -4.154)  0.08
H (9.052, 0.878, -4.228)  0.08
H (10.547, -0.059, -3.997)  0.08
H (9.717, 2.962, -2.279)  0.09
C (-2.738, 2.750, 1.382)  -0.06
C (-2.823, 3.606, 0.129)  -0.50
C (-3.329, 2.802, -1.058)  -0.07
O (-1.532, 4.131, -0.173)  -0.07
H (-2.040, 1.916, 1.241)  0.09
H (-2.360, 3.338, 2.225)  0.08
H (-3.718, 2.343, 1.650)  0.06
H (-3.489, 4.457, 0.308)  0.13
H (-2.652, 1.971, -1.286)  0.07
H (-3.373, 3.428, -1.956)  0.08
H (-4.327, 2.397, -0.864)  0.07
H (-0.934, 3.383, -0.334)  0.06
C (-1.400, -4.495, 2.197)  -0.07
C (-2.115, -3.413, 1.403)  -0.50
C (-2.227, -3.787, -0.066)  -0.06
O (-1.398, -2.187, 1.526)  -0.06
H (-0.379, -4.643, 1.827)  0.06
H (-1.315, -4.208, 3.250)  0.08
H (-1.935, -5.448, 2.136)  0.08
H (-3.115, -3.252, 1.820)  0.13
H (-1.236, -3.909, -0.517)  0.07
H (-2.733, -2.993, -0.627)  0.08
H (-2.787, -4.718, -0.195)  0.08
H (-0.509, -2.321, 1.158)  0.08
C (-7.800, 3.614, 3.007)  -0.06
C (-7.047, 2.459, 2.367)  -0.49
C (-7.823, 1.157, 2.487)  -0.06
O (-5.778, 2.313, 3.000)  -0.06
H (-7.956, 3.435, 4.077)  0.07
H (-7.224, 4.542, 2.924)  0.08
H (-8.774, 3.762, 2.531)  0.08
H (-6.862, 2.681, 1.310)  0.14
H (-7.980, 0.890, 3.538)  0.04
H (-7.263, 0.332, 2.033)  0.09
H (-8.798, 1.231, 1.996)  0.08
H (-5.932, 2.116, 3.938)  0.08
C (-7.989, -0.042, 6.087)  -0.07
C (-7.003, 0.689, 6.985)  -0.49
C (-7.565, 0.880, 8.385)  -0.07
O (-6.704, 1.962, 6.419)  -0.06
H (-8.919, 0.526, 5.982)  0.09
H (-7.576, -0.161, 5.080)  0.06
H (-8.227, -1.032, 6.488)  0.08
H (-6.065, 0.125, 7.038)  0.14
H (-8.481, 1.481, 8.361)  0.08
H (-6.850, 1.418, 9.016)  0.08
H (-7.791, -0.083, 8.854)  0.08
H (-7.531, 2.470, 6.367)  0.09

DFT (the ωB97M-V functional and the def2-TZVPD basis) results for a molecular structure, C39H45N3O7W in a non-equilibrium geometry.

- Lowest unoccupied orbital energy (alpha / beta): -0.7 / -1.5 eV
- HOMO (alpha / beta): -8.3 / -8.5 eV
- Relative energy (zero: lowest compared OMol25 entry of this formula, charge and spin): 0.442 eV
- Charge: 0
- Spin multiplicity: 3

Last column: Löwdin charge in e.
Positions of all 95 atoms, in Å:
W (0.624, 0.346, 0.730)  1.83
O (4.575, 0.816, 2.161)  0.12
C (3.370, 0.728, 2.151)  -0.54
O (2.665, 0.286, 1.148)  -0.18
C (2.545, 1.117, 3.387)  -0.08
C (1.477, 0.053, 3.678)  -0.23
C (0.934, 0.228, 5.095)  -0.07
C (0.086, 1.520, 4.945)  -0.08
C (0.268, 1.850, 3.462)  -0.24
O (0.338, 0.511, 2.881)  -0.17
C (1.672, 2.402, 3.195)  -0.07
C (1.729, 3.045, 1.789)  -0.53
O (2.100, 4.186, 1.665)  0.12
O (1.323, 2.283, 0.810)  -0.17
H (3.242, 1.230, 4.213)  0.16
H (1.744, -0.959, 3.392)  0.11
H (0.326, -0.630, 5.381)  0.12
H (1.742, 0.332, 5.815)  0.12
H (-0.965, 1.347, 5.170)  0.12
H (0.444, 2.333, 5.573)  0.13
H (-0.529, 2.415, 3.004)  0.09
H (1.940, 3.178, 3.906)  0.16
C (2.058, 0.059, -1.634)  -0.06
C (2.711, -1.323, -1.735)  -0.32
C (1.755, -2.317, -2.416)  -0.04
C (3.304, -1.886, -0.455)  -0.15
C (4.657, -2.187, -0.453)  -0.02
C (5.260, -2.768, 0.648)  -0.06
C (4.492, -3.084, 1.750)  -0.03
C (3.127, -2.813, 1.788)  -0.13
C (2.355, -3.277, 3.012)  -0.37
C (2.239, -4.811, 3.010)  -0.05
C (3.008, -2.833, 4.331)  -0.07
C (2.540, -2.174, 0.682)  -0.17
N (1.164, -1.745, 0.702)  -0.03
C (0.267, -2.736, 0.498)  -0.50
O (0.481, -3.904, 0.231)  0.09
C (-1.114, -2.206, 0.572)  -0.16
C (-2.224, -3.021, 0.614)  0.03
C (-3.480, -2.439, 0.657)  -0.01
C (-3.559, -1.058, 0.582)  0.03
C (-2.397, -0.319, 0.518)  -0.15
N (-1.172, -0.865, 0.564)  0.03
C (-2.396, 1.151, 0.324)  -0.49
O (-3.410, 1.723, -0.042)  0.08
N (-1.176, 1.677, 0.558)  -0.02
C (-1.153, 3.120, 0.458)  -0.16
C (-0.629, 3.731, -0.695)  -0.14
C (-0.539, 5.113, -0.753)  -0.02
C (-0.963, 5.901, 0.300)  -0.05
C (-1.543, 5.302, 1.399)  -0.03
C (-1.677, 3.920, 1.492)  -0.14
C (-2.456, 3.388, 2.688)  -0.37
C (-3.949, 3.731, 2.544)  -0.05
C (-1.946, 3.960, 4.022)  -0.07
C (-0.252, 2.923, -1.921)  -0.38
C (-1.362, 3.057, -2.970)  -0.04
C (1.110, 3.328, -2.487)  -0.06
H (1.807, 0.416, -2.632)  0.10
H (2.717, 0.777, -1.154)  0.10
H (1.059, -0.015, -1.108)  0.02
H (3.561, -1.175, -2.407)  0.13
H (0.751, -2.253, -1.994)  0.07
H (2.105, -3.340, -2.288)  0.09
H (1.687, -2.104, -3.485)  0.08
H (5.253, -1.951, -1.327)  0.11
H (6.321, -2.978, 0.645)  0.11
H (4.954, -3.559, 2.607)  0.11
H (1.343, -2.865, 2.973)  0.12
H (3.232, -5.261, 3.055)  0.08
H (1.750, -5.154, 2.105)  0.07
H (1.660, -5.148, 3.874)  0.08
H (3.798, -3.526, 4.622)  0.08
H (2.266, -2.830, 5.132)  0.08
H (3.451, -1.837, 4.261)  0.08
H (-2.068, -4.090, 0.602)  0.13
H (-4.373, -3.045, 0.723)  0.12
H (-4.499, -0.526, 0.548)  0.13
H (-0.140, 5.586, -1.641)  0.11
H (-0.872, 6.979, 0.252)  0.11
H (-1.923, 5.922, 2.201)  0.11
H (-2.378, 2.298, 2.721)  0.12
H (-4.083, 4.813, 2.497)  0.08
H (-4.504, 3.344, 3.402)  0.08
H (-4.350, 3.296, 1.634)  0.07
H (-2.370, 4.948, 4.205)  0.08
H (-0.859, 4.062, 4.040)  0.08
H (-2.252, 3.315, 4.848)  0.08
H (-0.205, 1.872, -1.632)  0.09
H (-1.455, 4.095, -3.295)  0.08
H (-2.320, 2.745, -2.553)  0.08
H (-1.141, 2.440, -3.845)  0.08
H (1.103, 4.369, -2.811)  0.07
H (1.359, 2.717, -3.357)  0.07
H (1.884, 3.214, -1.727)  0.08

DFT (the ωB97M-V functional and the def2-TZVPD basis) results for C5H4N2 in the gas phase in a non-equilibrium geometry.

- Lowest unoccupied orbital energy: -1.5 eV
- HOMO: -9.6 eV
- Relative energy (zero: lowest compared OMol25 entry of this formula, charge and spin): 6.710 eV
- Charge: 0

Last column: Löwdin charge in e.
Positions of all 11 atoms, in Å:
C (-0.522, 1.281, 2.797)  0.05
C (-0.072, 1.042, 1.634)  -0.20
C (0.343, 0.590, 0.438)  -0.32
C (-0.185, 0.845, -0.904)  -0.01
C (-0.186, -0.363, -1.488)  -0.08
N (0.190, -1.381, -0.520)  -0.03
N (1.032, -0.596, 0.324)  -0.01
H (-0.748, -1.425, 0.294)  0.23
H (-0.652, 1.764, -1.229)  0.12
H (-0.422, -0.639, -2.513)  0.12
H (1.223, -1.117, 1.167)  0.14